Formula: C24H28F10N9O20S10
Source: OMol25
Level of theory: ωB97M-V/def2-TZVPD

The geometry in ORCA input format:
```
! RIJCOSX wB97M-V def2-TZVPD def2/J DEFGRID3
* xyz -2 2
C -2.563 1.341 -2.367
N -2.319 -0.049 -2.667
C -1.248 -0.449 -3.334
C -1.036 -1.871 -3.433
C -1.884 -2.816 -2.855
C -2.974 -2.349 -2.203
C -3.192 -0.987 -2.117
C -1.684 -4.237 -3.090
C -1.675 -4.748 -4.359
C -1.772 -6.104 -4.582
N -1.595 -6.976 -3.574
C -1.557 -6.473 -2.299
C -1.769 -5.083 -2.045
C -1.539 -8.462 -3.832
H -3.077 1.767 -3.229
H -1.574 1.782 -2.246
H -3.188 1.580 -1.506
H -0.569 0.338 -3.628
H -0.241 -2.289 -4.033
H -3.773 -3.038 -1.971
H -3.948 -0.514 -1.508
H -1.794 -4.187 -5.274
H -1.792 -6.507 -5.584
H -1.379 -7.159 -1.484
H -1.883 -4.902 -0.987
H -2.570 -8.816 -3.827
H -0.920 -8.926 -3.064
H -1.195 -8.605 -4.857
C 1.453 3.675 -2.508
N 1.188 4.261 -1.241
C 0.304 5.255 -1.024
C 0.085 5.654 0.290
C 0.686 5.074 1.337
C 1.515 3.982 1.026
C 1.821 3.530 -0.216
C 0.446 5.437 2.803
C 1.452 5.271 3.705
C 1.229 5.567 5.038
N -0.013 5.835 5.494
C -1.021 6.167 4.621
C -0.834 5.928 3.265
C -0.134 5.941 6.895
H 1.190 2.620 -2.584
H 2.530 3.762 -2.647
H 0.890 4.309 -3.194
H -0.126 5.673 -1.922
H -0.777 6.299 0.368
H 2.076 3.484 1.803
H 2.394 2.687 -0.572
H 2.430 5.028 3.315
H 1.993 5.490 5.797
H -1.887 6.672 5.022
H -1.672 5.939 2.584
H -0.218 4.890 7.171
H -0.990 6.488 7.293
H 0.742 6.460 7.284
N 1.100 -4.747 2.750
S 0.086 -3.659 2.351
O -0.627 -2.978 3.456
O -0.758 -3.907 1.148
F 1.251 -2.665 1.748
S 0.205 -6.184 2.600
O 0.265 -6.831 1.320
O -1.057 -6.175 3.353
F 1.165 -7.039 3.523
N -2.616 1.093 5.293
S -1.313 1.510 4.733
O -0.175 0.591 4.688
O -1.046 2.939 4.728
F -1.971 1.378 3.210
S -2.178 1.420 6.874
O -2.138 2.849 7.296
O -1.198 0.462 7.482
F -3.660 0.978 7.467
N -0.247 -2.511 -6.495
S 0.437 -0.956 -6.650
O -0.389 0.228 -6.303
O 1.457 -0.779 -7.668
F 1.287 -1.117 -5.269
S -1.341 -2.163 -7.432
O -1.061 -1.676 -8.783
O -2.580 -1.678 -6.730
F -1.992 -3.617 -7.768
N 5.259 0.332 3.436
S 6.603 -0.051 2.557
O 7.489 1.050 2.270
O 6.620 -1.260 1.708
F 7.305 -0.720 3.918
S 4.373 0.706 2.246
O 3.844 -0.472 1.513
O 4.757 1.883 1.495
F 3.067 1.214 3.056
N 0.451 0.796 -1.228
S 1.720 -0.347 -1.522
O 1.367 -1.783 -1.303
O 3.033 0.174 -1.265
F 1.654 -0.060 -3.161
S 0.111 0.243 0.161
O 1.038 0.543 1.213
O -0.662 -0.985 0.178
F -0.979 1.329 0.554
*
```

The expectation value of S² is 0.77. The calculation puts the total energy at -7909.1726 hartree. The HOMO-LUMO gap (alpha / beta) comes out at 3.190 / 5.114 eV.

Formula: C15H25Cl2NO6S
Source: OMol25
Level of theory: ωB97M-V/def2-TZVPD

The geometry in ORCA input format:
```
! RIJCOSX wB97M-V def2-TZVPD def2/J DEFGRID3
* xyz 0 1
O -3.982 3.529 0.018
C -2.705 3.739 -0.385
Cl -2.256 5.289 -1.371
C -1.459 2.697 -0.114
C -1.661 1.202 -0.752
C -0.155 0.518 -0.532
O 0.632 0.921 0.646
C 0.506 0.751 -2.031
O 1.706 1.252 -2.376
N -0.631 0.248 -2.924
C -1.856 1.002 -2.366
S -3.350 -0.124 -2.454
Cl -1.929 2.469 -3.496
H -1.397 2.568 1.071
H -0.401 3.120 -0.435
H -2.350 0.560 -0.055
H -0.419 -0.644 -0.457
H 0.470 0.307 1.435
H -0.643 -0.788 -2.719
H -4.148 0.163 -1.329
C -8.204 -0.726 -3.563
C -7.475 -1.066 -2.290
C -8.121 -0.661 -0.992
O -6.394 -1.651 -2.310
H -7.621 -1.079 -4.420
H -9.179 -1.221 -3.576
H -8.326 0.357 -3.644
H -9.092 -1.152 -0.891
H -8.239 0.425 -0.959
H -7.483 -0.970 -0.158
C 5.937 0.619 -1.014
C 5.094 0.306 0.193
C 3.986 1.268 0.533
O 5.301 -0.696 0.876
H 6.696 -0.161 -1.138
H 5.310 0.642 -1.909
H 6.441 1.579 -0.877
H 3.273 1.320 -0.293
H 4.403 2.257 0.739
H 3.462 0.915 1.428
C 5.525 -4.113 4.960
C 6.016 -2.692 4.907
C 5.509 -1.824 3.786
O 6.803 -2.256 5.747
H 5.974 -4.621 5.821
H 4.438 -4.126 5.074
H 5.818 -4.642 4.050
H 4.422 -1.735 3.848
H 5.802 -2.251 2.824
H 5.948 -0.824 3.874
*
```

The calculation puts the total energy at -2411.1333 hartree. The HOMO-LUMO gap comes out at 8.691 eV. The SMILES is O=C(Cl)C[C@@H]1[C@H](O)C(=O)N[C@]1(S)Cl.CC(C)=O.CC(C)=O.CC(C)=O.

Formula: C37H32Cl2N5O4STi
Source: OMol25
Level of theory: ωB97M-V/def2-TZVPD

The geometry in ORCA input format:
```
! RIJCOSX wB97M-V def2-TZVPD def2/J DEFGRID3
* xyz -1 1
Ti 0.089 0.176 0.109
C -3.130 2.046 -2.287
C -1.837 2.058 -3.057
C -1.877 2.077 -4.451
C -0.712 2.132 -5.209
C 0.508 2.231 -4.557
C 0.583 2.237 -3.163
C 1.912 2.493 -2.500
C -0.588 2.081 -2.416
N -0.485 1.917 -0.995
C -0.941 2.955 -0.266
O -1.235 4.093 -0.610
C -1.128 2.564 1.198
C -1.433 3.436 2.216
C -1.558 2.920 3.500
C -1.367 1.574 3.732
C -1.064 0.764 2.652
N -1.012 1.267 1.429
C -0.837 -0.741 2.750
O -1.074 -1.283 3.818
N -0.426 -1.274 1.571
C -0.555 -2.706 1.502
C 0.597 -3.469 1.339
C 1.950 -2.811 1.317
C 0.483 -4.853 1.211
C -0.754 -5.476 1.251
C -1.892 -4.704 1.438
C -1.811 -3.321 1.576
C -3.081 -2.547 1.825
H -3.969 1.815 -2.948
H -3.111 1.307 -1.486
H -3.303 3.027 -1.835
H -2.847 2.061 -4.945
H -0.759 2.144 -6.293
H 1.425 2.336 -5.130
H 2.173 3.551 -2.615
H 1.894 2.277 -1.440
H 2.708 1.902 -2.951
H -1.545 4.487 1.984
H -1.797 3.581 4.326
H -1.431 1.125 4.714
H 2.021 -2.012 2.054
H 2.735 -3.542 1.524
H 2.162 -2.364 0.345
H 1.388 -5.441 1.090
H -0.831 -6.554 1.153
H -2.870 -5.176 1.483
H -3.936 -3.081 1.404
H -3.243 -2.421 2.899
H -3.057 -1.552 1.382
Cl 7.370 -0.177 0.531
C 5.632 0.106 0.673
C 5.142 0.686 1.846
C 3.781 0.912 1.927
Cl 3.159 1.667 3.380
C 2.891 0.582 0.910
O 1.583 0.874 1.025
C 3.406 -0.060 -0.264
C 2.590 -0.535 -1.298
O 1.249 -0.532 -1.238
C 4.811 -0.255 -0.352
H 5.800 0.957 2.660
H 3.044 -0.975 -2.174
H 5.227 -0.717 -1.241
N -0.467 -0.912 -3.410
C -1.652 -1.111 -2.830
S -1.821 -1.249 -1.162
N -2.668 -1.251 -3.717
C -4.058 -1.409 -3.482
C -4.923 -0.782 -4.369
C -6.296 -0.912 -4.222
C -6.814 -1.668 -3.180
C -5.941 -2.310 -2.309
C -4.563 -2.197 -2.459
H 0.291 -0.690 -2.754
H -0.444 -0.401 -4.283
H -2.440 -0.938 -4.647
H -4.514 -0.182 -5.176
H -6.956 -0.410 -4.918
H -7.885 -1.758 -3.050
H -6.331 -2.916 -1.500
H -3.890 -2.715 -1.784
*
```

The calculation puts the total energy at -4172.2413 hartree. The HOMO-LUMO gap (alpha / beta) comes out at 5.029 / 5.085 eV. The energy above the lowest of the compared OMol25 structures with the same formula, charge and spin is 37.9 kJ/mol.

Formula: CH6BN
Source: OMol25
Level of theory: ωB97M-V/def2-TZVPD

The geometry in ORCA input format:
```
! RIJCOSX wB97M-V def2-TZVPD def2/J DEFGRID3
* xyz 0 1
C 1.213 0.135 -0.047
B -0.206 -0.500 -0.125
N -1.338 0.198 0.012
H 1.757 -0.197 -0.813
H 1.452 -0.167 0.946
H 1.217 1.178 -0.016
H -0.269 -1.652 -0.125
H -2.245 -0.171 0.068
H -1.580 1.175 0.099
*
```

The calculation puts the total energy at -121.3181 hartree. The HOMO-LUMO gap comes out at 11.412 eV. The SMILES is CBN. The energy above the lowest of the compared OMol25 structures with the same formula, charge and spin is 68.9 kJ/mol.

Formula: C14H18N2O4
Source: OMol25
Level of theory: ωB97M-V/def2-TZVPD

The geometry in ORCA input format:
```
! RIJCOSX wB97M-V def2-TZVPD def2/J DEFGRID3
* xyz 0 1
N -2.064 1.215 -1.355
C -0.932 0.447 -0.852
C -0.625 0.860 0.610
C 0.098 2.149 0.708
C 1.440 2.169 1.131
C 2.094 3.379 1.304
C 1.456 4.574 1.000
O 2.189 5.723 1.113
C 0.152 4.566 0.501
C -0.526 3.357 0.389
C -1.188 -1.066 -0.893
O -2.326 -1.548 -0.828
N -0.099 -1.877 -0.984
C 1.306 -1.494 -0.983
C 1.995 -2.790 -1.426
C 1.134 -3.933 -0.860
C -0.299 -3.291 -0.797
C -0.997 -3.522 0.566
O -0.803 -2.838 1.548
O -1.739 -4.619 0.576
H -2.054 1.186 -2.378
H -2.889 0.637 -1.122
H -0.083 0.677 -1.505
H -1.605 0.880 1.080
H -0.084 0.079 1.161
H 1.921 1.199 1.334
H 3.135 3.475 1.643
H 1.614 6.462 0.951
H -0.326 5.491 0.097
H -1.556 3.330 0.026
H 1.712 -1.191 0.008
H 1.494 -0.638 -1.644
H 3.043 -2.854 -1.043
H 2.028 -2.859 -2.517
H 1.171 -4.854 -1.448
H 1.463 -4.171 0.191
H -0.966 -3.673 -1.594
H -2.096 -4.721 1.476
*
```

The calculation puts the total energy at -954.7965 hartree. The HOMO-LUMO gap comes out at 8.917 eV. The SMILES is N[C@@H](Cc1ccc(O)cc1)C(=O)N1CCC[C@H]1C(=O)O. The energy above the lowest of the compared OMol25 structures with the same formula, charge and spin is 39.4 kJ/mol.

Formula: C21H34Ge2O5OsSSeSi
Source: OMol25
Level of theory: ωB97M-V/def2-TZVPD

The geometry in ORCA input format:
```
! RIJCOSX wB97M-V def2-TZVPD def2/J DEFGRID3
* xyz -1 2
Os -1.452 -1.162 -0.189
O -3.975 -2.205 1.796
S -3.895 -1.810 0.406
O -3.394 -0.389 0.305
O -2.846 -2.665 -0.296
O -5.130 -1.954 -0.333
C 1.379 -0.236 4.002
Si -0.188 -1.353 4.074
C -1.600 -0.484 5.051
C 0.278 -2.982 5.003
Se -1.057 -1.958 1.997
H 1.784 -0.072 4.995
H 1.146 0.733 3.572
H 2.154 -0.683 3.390
H -1.404 -0.417 6.117
H -2.521 -1.043 4.904
H -1.764 0.521 4.674
H 0.532 -2.786 6.041
H 1.125 -3.476 4.538
H -0.558 -3.674 4.985
C 2.099 2.431 -3.075
Ge 0.944 0.781 -2.965
C -0.486 1.244 -4.280
C 1.988 -0.726 -3.769
Ge 0.397 0.251 -0.605
C 2.231 -0.006 0.170
C 2.552 -1.237 0.733
C 3.819 -1.488 1.232
C 4.786 -0.497 1.190
C 4.486 0.734 0.630
C 3.224 0.965 0.110
C -0.233 2.048 0.025
C 0.366 2.871 0.972
C -0.224 4.067 1.350
C -1.433 4.453 0.799
C -2.058 3.631 -0.126
C -1.461 2.443 -0.503
H 2.218 2.754 -4.106
H 3.083 2.245 -2.661
H 1.633 3.239 -2.517
H -0.030 1.563 -5.216
H -1.099 2.057 -3.906
H -1.130 0.397 -4.477
H 2.263 -0.510 -4.798
H 1.382 -1.626 -3.753
H 2.887 -0.923 -3.193
H 1.774 -1.993 0.788
H 4.057 -2.453 1.664
H 5.771 -0.683 1.599
H 5.238 1.513 0.603
H 2.990 1.915 -0.347
H 1.307 2.574 1.416
H 0.259 4.705 2.080
H -1.896 5.384 1.096
H -3.011 3.923 -0.546
H -1.954 1.795 -1.219
C -3.709 -1.192 -3.141
O -2.488 -0.655 -2.648
C -1.460 -1.460 -2.263
C -1.417 -2.868 -2.788
H -3.526 -1.822 -4.017
H -4.311 -0.332 -3.433
H -4.239 -1.752 -2.361
H -1.415 -2.848 -3.883
H -2.282 -3.453 -2.455
H -0.508 -3.361 -2.440
*
```

The expectation value of S² is 0.78. The calculation puts the total energy at -8530.4097 hartree. The HOMO-LUMO gap (alpha / beta) comes out at 6.018 / 6.262 eV.